No. 1
A structure of composition C23H31CsN4O2PS2Se, computed with ωB97M-V/def2-TZVPD.

Geometry as XYZ:
```
65
Properties=species:S:1:pos:R:3:lowdin_charge:R:1
N -4.9794 -1.5525 -0.8368 -0.153
C 6.1919 2.3473 3.4411 -0.062
C 6.2074 0.3217 -4.0768 -0.066
H -3.2445 -0.7464 -1.6500 0.083
H -5.4079 -1.3451 2.9382 0.144
H 5.8027 -2.4295 1.6834 0.126
H 6.9130 0.9502 -4.5968 0.109
H 4.8682 1.9317 -3.6334 0.111
C -2.3538 1.6371 -0.6368 -1.012
H 6.9556 2.5037 4.1893 0.112
H -3.3629 -3.6777 1.1076 0.090
H 4.9264 -3.3401 -0.6177 0.098
C -3.6816 -2.7070 1.5003 -0.314
H 7.3348 -1.4648 -4.4129 0.111
C 5.1959 -1.5203 1.6375 -0.211
P -2.6513 -1.3333 0.6629 0.965
N -5.1805 -0.1926 1.1690 -0.063
C 6.1594 3.1341 2.2995 -0.064
H -3.4824 -2.7040 2.5767 0.088
C -3.5373 -1.5454 -0.9666 -0.304
H 3.2299 0.4663 -2.4736 0.108
C 6.4467 -1.0393 -3.9721 -0.064
C 4.1448 0.0620 -2.8853 -0.073
H 5.2665 0.7311 4.5074 0.116
Cs 0.5668 -0.4150 -0.0362 1.510
C 5.0575 0.8735 -3.5362 -0.058
H -3.4346 0.9665 1.0833 0.009
N -5.1211 -2.5959 1.3116 -0.159
H -6.5712 -0.3058 -0.4300 0.150
H 5.1518 3.5507 0.4517 0.112
C 4.4028 -1.2911 -2.7634 -0.391
H 6.8991 3.9076 2.1624 0.110
H -5.0235 0.5142 -0.8334 0.085
H -3.2100 -2.4986 -1.3934 0.100
S 3.1912 -2.3624 -1.9547 0.997
H 3.4429 1.7910 0.7940 0.107
H 3.4071 -2.4158 2.5002 0.088
C 5.1775 2.9383 1.3415 -0.055
S 3.0232 -0.1257 2.8960 1.011
C 4.2259 1.9494 1.5236 -0.072
O 2.1907 -0.1010 1.6736 -0.964
H 3.8839 -0.5890 0.1970 0.077
Se -3.5151 2.9233 -0.7452 0.604
C 4.1370 -2.6300 -0.3846 -0.291
H 5.7210 -2.9176 -3.2291 0.114
N -1.6881 0.6833 -0.4786 -0.384
C -5.6819 -1.4282 1.8827 -0.127
C 5.2468 1.3518 3.6233 -0.087
H -6.5805 -2.7023 -0.1708 0.139
H -6.7718 -1.4557 1.7911 0.146
H -5.0974 -3.6104 -0.5126 0.138
C -5.4893 -2.6858 -0.0908 -0.163
H -5.6699 0.6425 1.4988 0.187
C 5.5427 -1.8551 -3.3134 -0.083
H -3.5753 -0.0620 2.5195 0.107
C 4.2813 1.1482 2.6495 -0.390
C -3.7405 -0.0167 1.4367 -0.283
C 4.1158 -1.6125 2.7035 -0.288
O 2.0734 -1.4783 -1.5754 -0.927
C -5.4819 -0.3383 -0.3203 -0.115
H 5.8538 -0.6816 1.8728 0.108
C 4.6706 -1.3414 0.2083 -0.238
H 5.4861 -0.9689 -0.4158 0.123
H 3.4135 -3.1091 0.2760 0.091
H 4.5567 -1.7755 3.6863 0.092
```

Computed properties:
total charge = +1
spin multiplicity = 1
gap between HOMO and LUMO = 7.74 eV
molar mass = 702.5 g/mol
energy = -4823.535075 hartree
E_HOMO = -9.8182 eV
ΔE to the lowest compared entry with this formula, charge and spin = 28.64 kJ/mol

***

No. 2
A structure of composition C23H31F8LiSi, computed with ωB97M-V/def2-TZVPD.

Geometry as XYZ:
```
64
Properties=species:S:1:pos:R:3:nbo_charge:R:1
C 4.2190 0.9248 0.1200 -0.072
H 0.8452 -2.1226 0.2258 0.200
H -4.5323 0.2939 1.2322 0.185
H 1.0330 -0.7789 -0.8825 0.240
H 3.7421 -0.9780 -0.7487 0.218
C 5.2873 1.7234 0.5839 -0.219
H -3.8870 -1.7150 -1.8800 0.190
F -2.8103 4.0707 0.1317 -0.421
C -0.8806 -1.7546 -1.0515 -0.465
F 8.4784 -1.6359 -0.6239 -0.338
H -2.9973 -2.3387 3.2064 0.169
F -1.2838 4.9635 1.4406 -0.421
H -4.4806 -1.8413 -0.2244 0.195
H -4.3675 1.2802 -2.2395 0.170
H -5.2566 1.1940 -0.0960 0.173
H -3.0384 0.7007 2.6171 0.206
C -3.0151 -2.0102 2.1580 -0.613
C -3.3798 0.9516 -1.9008 -0.610
H -2.9081 -2.8955 1.5329 0.195
H 7.3926 1.9200 0.8706 0.204
H -0.3791 -2.0358 -3.1468 0.172
H -2.7983 1.8376 -1.6625 0.231
C 0.6220 -1.7787 -0.7774 -0.623
C -4.3478 -1.1623 -1.0639 -0.612
H -1.2249 -3.5407 0.1386 0.192
H -1.2988 0.9191 2.6523 0.224
H -5.3437 -0.8485 -1.4011 0.169
C 2.8910 1.3720 0.1472 -0.299
H 0.2444 -0.9737 2.1231 0.225
H -2.0882 -0.1113 3.8615 0.166
C -0.8130 4.7074 -0.8201 0.867
C 8.2973 -0.4057 -0.1005 0.980
C 5.8438 -0.7870 -0.4647 -0.187
H 1.1318 -2.4467 -1.4824 0.164
C 4.5460 -0.3475 -0.3975 -0.170
H -2.0333 -1.4962 -2.8786 0.189
C -1.0107 -1.3893 -2.5265 -0.610
H -3.9942 -1.5736 1.9706 0.194
H 6.0620 -1.7640 -0.8737 0.210
F 0.4992 4.9615 -0.6718 -0.334
H -0.6014 -1.8222 3.4264 0.172
H 5.0650 2.7010 0.9893 0.219
C -4.3044 0.8684 0.3371 -0.616
H -0.6942 -0.3602 -2.6782 0.218
H -3.7498 1.7557 0.6245 0.240
F 8.9506 -0.4401 1.0958 -0.349
C 6.8866 0.0268 -0.0107 -0.244
C -3.5060 0.0521 -0.6739 -0.472
C 1.7294 1.7735 0.1358 -0.343
C -1.4113 -3.1787 -0.8713 -0.613
C -0.5862 -1.6387 2.3454 -0.612
F 9.0767 0.4125 -0.8646 -0.349
F -0.9171 3.9262 -1.9189 -0.346
Li -0.3677 1.9418 0.0574 0.690
H -0.9097 -3.8693 -1.5637 0.169
C -2.0991 0.1978 2.8101 -0.613
H -2.4811 -3.2354 -1.0637 0.196
C -1.4147 4.0234 0.3825 0.166
F -1.3375 5.9204 -1.2280 -0.376
H -2.8939 0.4469 -2.7307 0.194
H -0.4129 -2.5945 1.8575 0.188
C 6.5874 1.2881 0.5179 -0.172
Si -1.6794 -0.2810 0.0392 0.781
C -1.8953 -1.0027 1.8895 -0.463
```

Computed properties:
total charge = -2
spin multiplicity = 1
gap between HOMO and LUMO = 5.12 eV
molar mass = 494.5 g/mol
energy = -1990.943413 hartree
E_HOMO = -0.6846 eV

***

No. 3
A structure of composition C23H31InN2O4, computed with ωB97M-V/def2-TZVPD.

Geometry as XYZ:
```
61
Properties=species:S:1:pos:R:3:nbo_charge:R:1
C -1.8641 -1.1108 0.7571 0.701
H 2.0192 3.5710 0.1951 0.219
H -1.1887 1.0461 -1.5850 0.247
C 2.6922 2.0814 -4.3680 -0.628
H -5.2080 -0.7095 1.4216 0.208
C -3.4305 -1.8031 2.7245 0.740
C -0.5755 1.6226 -0.8574 -0.426
C -2.7325 -4.0213 0.8933 -0.613
C 2.9236 -0.8520 1.5195 -0.348
H 0.8562 0.1800 -2.6852 0.133
H -1.6972 -3.8536 0.5888 0.223
C -3.6200 -2.8592 0.4983 -0.393
N -2.3165 -1.4466 3.4408 -0.672
O -1.5158 -1.0553 -0.4482 -0.629
H 3.8076 -0.7927 -2.8908 0.178
C -1.1087 -0.8390 3.1130 0.814
H 1.2533 -1.6939 2.7889 0.235
N -0.9551 -0.7438 1.7172 -0.768
C 0.6570 2.3283 -1.1233 -0.294
C -4.5332 0.0600 -0.4552 -0.609
H 2.6603 -0.5679 -4.2791 0.132
C 4.6056 1.6630 -2.7236 -0.612
O -4.4135 -2.2816 3.2501 -0.632
H 1.6256 1.8352 -4.4596 0.179
H -4.9252 -0.7699 -1.0458 0.198
C 1.6663 0.5958 2.8855 -0.410
H 3.2845 -1.7979 1.0588 0.233
C -0.9095 1.8490 0.5497 -0.424
H 3.1300 1.9935 -5.3756 0.085
O -0.3438 -0.5041 4.0157 -0.628
H -4.6439 -3.0816 0.8047 0.205
H 1.1541 2.3922 -2.1143 0.257
C 2.7008 1.3748 2.2442 -0.316
C 0.1207 2.6857 1.1209 -0.351
In 0.9048 0.2315 0.5192 1.794
H 4.5848 2.7484 -2.5634 0.168
C -4.2718 -0.3796 0.9610 -0.376
H 4.3417 0.7719 0.8022 0.227
H 1.4615 -1.5399 -2.3464 0.115
H -2.3553 -1.5283 4.4282 0.402
H -3.6153 -2.7150 -0.5877 0.227
H -5.2840 0.8554 -0.4305 0.199
H 5.4974 1.4468 -3.3340 0.093
C 1.7416 -0.4539 -2.3719 -0.062
C 3.4616 0.4885 1.4084 -0.335
O 2.2407 -0.1220 -1.0886 -0.914
C 3.3986 1.1940 -3.4229 -0.332
C 1.8171 -0.8003 2.4520 -0.433
H 2.8501 2.4695 2.3972 0.213
H 0.9117 0.9893 3.5992 0.251
H 4.7241 1.1608 -1.7563 0.201
H -3.0787 -4.9312 0.3934 0.203
H -2.7640 -4.2191 1.9707 0.202
H -3.6233 0.4387 -0.9223 0.239
C -3.2958 -1.5405 1.1932 -0.244
H 2.7841 3.1369 -4.0826 0.172
H -1.8374 1.5126 1.0623 0.215
C 2.9705 -0.2028 -3.2962 -0.525
H -3.9462 0.4781 1.5781 0.208
C 1.0830 2.9778 0.0846 -0.354
H 0.1230 3.0374 2.1767 0.213
```

Computed properties:
total charge = -2
spin multiplicity = 1
gap between HOMO and LUMO (alpha / beta) = 1.96 / 2.00 eV
molar mass = 514.3 g/mol
energy = -1495.457439 hartree
E_HOMO (alpha / beta) = 2.3355 / 2.2993 eV